ORCA calculation (ωB97M-V/def2-TZVPD) on a molecular structure, C39H30ClMnN3O8P2.

Properties
LUMO energy (alpha / beta), eV: -1.156 / -1.203
Spin multiplicity: 6
ΔE to the lowest compared entry with this formula, charge and spin, kcal per mole: 23.6
⟨S²⟩: 8.76

Each line ends with the Mulliken charge.
Element x y z (Å)
Mn -0.75020 0.73747 -0.82284  0.42
Cl -7.86162 -0.79518 -0.62489  -0.24
P 1.64483 2.41085 0.28610  -0.19
P 1.02296 -0.50540 0.41942  0.75
O 0.70286 1.31849 -1.93196  -0.19
O 1.58929 -1.66724 -7.39023  -0.61
O -2.11176 1.10679 -2.36368  -0.45
O -2.46181 -3.79347 -3.22426  -0.68
O -2.15581 0.10876 0.19064  0.75
O -2.01307 -2.56280 -1.53621  -0.51
O 2.36041 1.32500 -3.42603  -0.73
O 0.21638 -3.31205 -7.21293  -0.63
N 0.75519 -2.30939 -6.78720  1.05
N -1.88150 -2.87015 -2.70447  0.93
N 2.15415 0.76998 0.71281  0.74
C -5.52194 -1.02409 0.73812  -0.71
C -0.50249 -2.07448 4.45799  -0.75
C 3.52994 0.61885 0.17863  -1.31
C -1.09936 -2.43946 3.25873  -0.67
C 2.26027 5.40638 2.95863  -0.69
C -2.39615 3.20287 0.23810  -0.83
C -1.08146 2.97778 -0.16241  0.14
C 1.85113 4.62503 1.89169  -0.50
C 3.42516 3.52068 3.88003  -0.73
C -0.60019 2.05054 2.01986  -0.12
C -6.15678 -0.56134 -0.42345  0.02
C 2.96127 -2.42296 1.11262  -0.54
C -0.59104 -2.54870 -4.76526  -0.57
C -0.16610 2.37012 0.72740  -0.21
C -0.32839 -0.98624 -2.95620  0.45
C 0.56088 -1.18318 4.46325  -0.92
C 2.11906 -2.58784 -1.12748  -0.03
C 2.20779 3.27740 1.81429  0.78
C 2.93923 -3.68538 -1.35617  -0.81
C -5.43707 0.07465 -1.39587  -1.10
C -1.92594 2.21339 2.37831  -1.04
C 3.00769 2.73451 2.81311  0.14
C 0.36896 -1.83731 -5.45768  -0.50
C -4.05170 0.28406 -1.24440  1.20
C 3.77953 -4.14180 -0.35574  -0.64
C 2.12126 -1.94469 0.10471  0.39
C 3.79243 -3.50420 0.87863  -0.84
C 0.99824 -0.71710 -4.92785  -0.57
C -2.82611 2.78136 1.48577  -0.62
C -0.63403 -1.91294 2.06378  -1.12
C 3.05123 4.85278 3.95762  -0.51
C 1.31970 0.88311 -2.98755  0.13
C -0.93427 -2.12383 -3.49391  -0.84
C 1.03168 -0.65502 3.26941  -0.08
C 0.43364 -1.01682 2.06901  0.92
C -3.39762 -0.13965 -0.04176  0.04
C -3.33162 0.88080 -2.31818  -0.79
C -4.17988 -0.80934 0.92443  -0.88
C 0.63318 -0.28520 -3.66367  1.25
H 0.11958 1.69706 2.74393  0.63
H 4.05188 3.09181 4.65254  0.42
H 1.97588 6.45012 3.00606  0.40
H 1.24559 5.05394 1.09854  0.38
H -0.71656 3.42190 -1.08220  0.55
H -3.68133 -1.14704 1.82405  0.41
H -0.86783 -2.48293 5.39168  0.38
H -1.03661 -3.42768 -5.20681  0.66
H 4.42094 -4.99526 -0.53276  0.39
H -1.09236 -2.18919 1.12058  0.45
H 4.07586 -0.15293 0.71536  0.38
H -5.92676 0.42151 -2.29823  0.42
H 1.47235 -2.23377 -1.91333  0.22
H 1.76157 -0.20258 -5.49391  0.64
H 2.95670 -1.95207 2.08695  0.42
H -2.25884 1.90706 3.36205  0.45
H -0.58683 -0.68164 -1.92215  0.65
H -6.10051 -1.55159 1.48478  0.47
H -3.92166 1.14655 -3.20757  0.32
H -3.86160 2.91793 1.77122  0.43
H -3.08089 3.71566 -0.42553  0.50
H 2.91702 -4.18197 -2.31803  0.46
H 3.30793 1.69511 2.76074  0.09
H 4.05268 1.56786 0.30946  0.62
H 4.45121 -3.85778 1.66164  0.43
H 3.37720 5.46268 4.79034  0.37
H 3.54383 0.38683 -0.88997  0.15
H 1.03094 -0.90357 5.39794  0.45
H -1.92650 -3.13889 3.25601  0.47
H 1.85669 0.04848 3.26581  0.40

ORCA calculation (ωB97M-V/def2-TZVPD) on a molecular structure, C39H30GaO11.

Properties
LUMO energy, eV: -0.603
Spin multiplicity: 1
Net charge: -1

Each line ends with the Mulliken charge.
Element x y z (Å)
Ga -3.08907 4.08911 -2.19381  0.10
O -5.04056 -5.23883 -2.17581  -0.46
O 4.62490 -2.16014 -2.52208  -0.52
O 3.51567 3.10254 1.26467  -0.58
O -0.55073 -3.01695 -2.22948  -0.52
O -6.34771 -9.59015 0.58587  -0.58
O 9.53391 -0.42721 -1.44135  -0.56
O -4.03214 -3.63545 -0.00814  -0.55
O -2.67914 4.45483 0.76157  -0.39
O -2.72499 0.71587 -2.76981  -0.40
O 3.59724 2.76957 6.57051  -0.57
O 2.78743 -3.02904 1.90889  -0.59
C 8.40467 -0.82614 -1.69072  0.38
C 1.67185 -2.84905 -1.46508  -0.39
C -1.60662 8.02808 2.74797  -0.38
C -1.84063 5.52837 1.39021  0.25
C -5.34069 -6.24037 -1.54070  0.22
C -3.76899 -2.62226 -2.11915  -0.13
C -2.98813 -0.29732 -0.65880  -0.41
C 0.74063 6.49926 1.92327  -0.36
C 8.13312 -2.25631 -1.93584  -0.34
C 4.66306 2.27197 4.52875  -0.38
C -5.30370 -6.25202 -0.06480  -0.15
C 0.04691 7.80874 2.62746  -0.43
C 2.01920 -3.02701 0.95687  0.31
C 4.64269 2.35724 3.19509  -0.42
C 5.75414 -1.76121 -2.27270  0.40
C -1.19724 4.55917 -2.99847  -0.59
C -0.21537 5.31612 1.28872  -0.29
C -3.02512 -0.28567 -2.13471  0.20
C 6.02569 -0.33104 -2.02758  -0.37
C 3.53450 3.02671 2.48549  0.28
C 2.44986 3.60014 3.30643  0.04
C -2.56096 6.85281 2.11256  -0.18
C -0.02159 5.18828 -3.50903  -0.10
C 3.57841 2.84540 5.34969  0.38
C 2.47023 3.51487 4.64009  -0.43
C 7.26016 0.10415 -1.75735  -0.37
C 6.89865 -2.69150 -2.20607  -0.35
C -3.27868 5.14490 -0.41481  -0.66
C 0.56485 -3.19695 1.14449  -0.59
C -3.73201 -2.63392 -0.64325  0.14
C -6.08456 -8.57696 -1.52515  -0.40
C -3.31796 -1.39038 0.03601  -0.23
C -5.63353 -7.34508 0.63002  -0.49
C -5.75474 -7.48391 -2.21996  -0.42
C -3.43917 -1.52921 -2.81397  -0.59
C 2.51062 -2.85359 -0.42452  -0.31
C -0.27392 -3.19240 0.10393  -0.02
C 0.21750 -3.01898 -1.27746  0.38
C -6.04758 -8.58862 -0.04924  0.32
H 2.01667 -2.72220 -2.48431  0.47
H -3.18683 2.50059 -2.03912  -0.16
H 1.01388 5.63531 -3.83475  0.30
H 5.17559 0.33866 -2.07925  0.49
H 3.58009 -2.73095 -0.54471  0.38
H -3.46051 -1.50494 -3.89691  0.44
H -1.34339 -3.31504 0.22412  0.40
H 7.47668 1.14982 -1.57583  0.44
H 5.43057 1.94268 2.57814  0.44
H 8.98322 -2.92600 -1.88417  0.39
H 0.20041 4.34262 0.74757  0.43
H -2.10321 8.97884 3.23098  0.27
H 1.91017 6.33893 1.81628  0.35
H 0.72077 8.65930 3.08118  0.25
H 6.68213 -3.73716 -2.38759  0.42
H -3.29661 -1.41465 1.11896  0.44
H -5.77608 -7.45964 -3.30291  0.43
H -5.61218 -7.36935 1.71297  0.43
H 0.22004 -3.32379 2.16372  0.44
H 1.64445 4.08863 2.77116  0.34
H -4.39159 5.38789 -0.13369  0.20
H -6.39112 -9.49695 -2.00773  0.39
H 1.68234 3.92943 5.25704  0.44
H -4.18890 4.71162 -3.21419  -0.26
H 5.46846 1.78348 5.06403  0.41
H -3.73328 6.85416 2.10112  0.28
H -2.68157 0.62266 -0.17622  0.57
H -4.99714 -5.33203 0.41779  0.68
H -4.07555 -3.54225 -2.60174  0.68
H -2.71788 6.17988 -0.59064  0.29

ORCA calculation (ωB97M-V/def2-TZVPD) on a molecular structure, C39H30N5O2PPdS.

Properties
LUMO energy (alpha / beta), eV: -0.494 / -0.940
Spin multiplicity: 1
ΔE to the lowest compared entry with this formula, charge and spin, kcal per mole: 32.9

Each line ends with the Mulliken charge.
Element x y z (Å)
Pd -1.31043 0.09680 -1.15275  0.87
S -2.17498 -1.22496 -5.72879  -0.28
P 0.68807 1.27966 1.55044  0.95
O -0.67363 0.83192 1.09782  -0.37
O -4.36519 0.72862 -0.54723  -0.26
N -0.62471 -9.29578 2.19369  -0.50
N -1.92261 4.34378 -0.76709  -0.78
N -1.03873 6.65611 -0.79760  -0.64
N -1.52984 -0.38636 -3.40182  0.58
N -1.19530 2.16557 -1.58571  -0.66
C 2.25996 -2.39481 2.07897  -0.66
C -1.53035 3.22015 -1.18743  0.85
C 1.39746 4.95589 -0.00807  -0.87
C 1.70184 2.79535 5.19271  -0.69
C 1.89661 -0.05925 1.60203  0.81
C 1.65641 0.01948 -6.04942  -0.52
C 4.11998 -0.98320 1.48746  -0.79
C 0.61798 1.89860 3.24060  0.13
C -1.42176 5.55964 -0.79853  0.57
C 2.06870 2.32442 -0.62614  -0.54
C 1.76971 2.35919 3.87964  -0.32
C 0.11577 -5.22401 -0.29530  -0.44
C 0.45774 -0.51090 -6.46876  -0.56
C 1.40047 -1.31294 1.96130  -0.63
C -4.44328 1.51421 -1.77296  -0.50
C 3.61723 -2.23114 1.83289  -0.59
C 0.48671 2.76853 5.87041  -0.48
C -0.75592 -4.27129 0.24037  0.64
C -0.65835 2.30871 5.23765  -0.69
C 2.12233 4.66842 -1.15742  -0.55
C -3.34637 0.02882 -0.32838  0.71
C -0.65891 -8.22577 1.77247  -0.04
C -0.80942 -2.93423 -0.28013  0.02
C 1.35233 2.60707 0.53845  1.01
C -0.69817 -6.88142 1.24686  0.55
C -1.59236 -4.65102 1.29591  -0.16
C 1.01477 3.92713 0.84178  -1.06
C -0.59497 1.87200 3.91957  -0.25
C 3.26475 0.10594 1.38255  -0.04
C -1.56981 -5.94230 1.79131  -0.79
C 0.82421 0.31947 -3.79507  -0.04
C -0.39718 -0.21317 -4.20347  -0.73
C 2.46003 3.35635 -1.46580  -0.97
C -0.56706 -0.62070 -5.52781  0.67
C -2.48931 -0.89222 -4.06992  -0.34
C -3.52717 -0.79062 0.88078  -0.93
C 1.83694 0.43258 -4.72068  -0.59
C -0.77880 -1.78124 -0.65416  -0.96
C 0.14605 -6.51434 0.20299  -0.69
H 0.82452 -7.24759 -0.21503  0.45
H -2.65033 -0.64478 1.51392  0.09
H 2.46963 0.12020 -6.75698  0.39
H 0.94630 0.63791 -2.77185  0.31
H -1.47825 1.51363 3.40397  0.33
H -2.22675 -6.23080 2.60123  0.44
H -1.60077 2.29056 5.77060  0.42
H 0.33821 -1.43263 2.13071  0.43
H -4.45114 -0.56099 1.41960  0.38
H 2.71515 2.37518 3.34607  0.34
H 0.43732 4.14602 1.73262  0.36
H -3.46337 1.85648 -2.06883  0.12
H 1.11072 5.97651 0.21312  0.60
H -2.26241 -3.91735 1.72462  0.43
H 2.59337 3.15455 5.69136  0.41
H -5.10094 2.34918 -1.56448  0.27
H 2.30770 1.29744 -0.87815  0.71
H 2.78971 0.85296 -4.42155  0.41
H 0.31334 -0.82933 -7.49383  0.40
H 2.41444 5.47316 -1.82139  0.41
H -3.45711 -1.11944 -3.63499  0.43
H 4.28648 -3.08069 1.90869  0.40
H 3.66369 1.08171 1.13204  0.45
H 0.43650 3.10886 6.89762  0.38
H -4.87439 0.89147 -2.55110  0.26
H 0.76643 -4.94087 -1.11149  0.49
H 3.02274 3.13869 -2.36661  0.38
H 5.17968 -0.85761 1.29844  0.42
H -3.52207 -1.83739 0.56696  0.17
H 1.87014 -3.36773 2.35653  0.48

ORCA calculation (ωB97M-V/def2-TZVPD) on a molecular structure, C39H31AsCl2GaO2S3.

Properties
LUMO energy, eV: -3.052
Spin multiplicity: 1
ΔE to the lowest compared entry with this formula, charge and spin, kcal per mole: 33.7
Net charge: +1

Each line ends with the Mulliken charge.
Element x y z (Å)
As 0.60476 2.52416 0.28215  0.85
Ga -0.72077 0.26229 0.66127  0.91
Cl -2.51482 2.29245 0.41917  -0.30
Cl -5.13803 -2.28538 -0.55815  -0.20
S 0.63251 -2.80510 1.34501  0.42
S -0.48299 0.42394 2.95529  -0.44
S -2.45266 -0.81565 -0.37540  0.01
O 2.55481 -0.60969 1.95987  -0.26
O 0.10341 -1.65344 0.48950  -0.03
C 1.14648 4.16976 2.55898  -0.59
C 3.90466 1.14015 -1.83711  -0.73
C 1.25803 4.53535 3.88571  -0.82
C 0.82999 3.65856 4.87429  -0.70
C -0.82520 -3.91008 1.56200  -1.22
C -0.99405 -6.23665 0.66095  -0.29
C 1.76776 -3.75357 0.23982  -1.30
C -1.73513 -4.41517 -0.72173  0.23
C 0.29158 2.43699 4.52312  -0.80
C 1.07716 -4.45943 -3.40388  -0.71
C -3.93801 0.08709 -0.08837  -0.31
C -5.20169 2.10625 0.41358  -0.82
C 1.81109 0.08268 1.46618  0.10
C 4.99054 1.42905 -1.02251  -0.55
C 1.35826 6.24942 -1.49817  -0.86
C 0.22694 6.99323 -1.20258  -0.45
C -1.91427 -6.67712 -1.51372  -0.47
C -1.16697 -4.86895 0.46573  0.65
C 1.43164 4.91625 -1.12266  -0.01
C 0.63133 2.92441 2.18045  0.72
C 1.43745 -3.26065 -4.00016  -0.79
C 2.44039 2.12743 -0.19773  -0.05
C -0.75800 5.07983 -0.13515  -0.23
C 4.80353 2.05049 0.20394  -0.83
C 0.18790 2.05163 3.18437  0.66
C -4.00425 1.44173 0.22625  0.69
C 1.59148 -3.55159 -1.23227  -0.01
C 0.37685 4.32982 -0.43044  0.21
C 3.52955 2.40978 0.61734  0.18
C 1.91816 -2.33740 -1.83069  0.58
C -1.37347 -7.13806 -0.32239  -0.71
C 1.85010 -2.19889 -3.20730  -0.47
C -6.38552 1.40006 0.29819  -0.45
C -0.83378 6.40629 -0.52703  -0.94
C -2.09140 -5.31509 -1.71211  -1.10
C -5.15601 -0.60053 -0.19434  0.28
C 2.62848 1.48139 -1.41837  -0.59
C 1.17119 -4.60967 -2.02994  -0.31
C -6.36248 0.04794 0.00188  -0.66
H 2.31978 4.34132 -1.35117  0.44
H 0.92465 -5.56124 -1.57544  0.43
H 2.75361 -3.41675 0.56204  0.61
H 0.91169 3.92908 5.91802  0.40
H -1.57529 4.64293 0.42143  0.34
H 0.73071 -5.28733 -4.00774  0.43
H 1.67591 5.49733 4.14812  0.44
H -1.90109 -3.35542 -0.85968  0.33
H 1.46520 4.86451 1.79083  0.51
H 2.13533 -1.26269 -3.66983  0.38
H -5.20448 3.16041 0.65024  0.45
H -0.61638 -4.43296 2.49642  0.59
H 4.05269 0.64513 -2.78776  0.43
H -2.20988 -7.38175 -2.27935  0.43
H 2.23204 -1.49761 -1.22118  0.26
H 5.65546 2.25142 0.83885  0.43
H -7.28619 -0.50766 -0.07119  0.44
H -7.32766 1.90558 0.45115  0.39
H 1.63542 -4.79906 0.51976  0.58
H -1.63865 -3.19883 1.72157  0.40
H -1.26247 -8.19998 -0.14951  0.41
H 1.39914 -3.15468 -5.07585  0.42
H 5.98853 1.16739 -1.34698  0.41
H -2.52381 -4.95399 -2.63569  0.51
H -1.71322 6.98979 -0.29043  0.41
H -0.58488 -6.60301 1.59536  0.40
H 1.76473 1.26235 -2.04009  0.54
H 0.17312 8.03494 -1.48788  0.40
H 3.37818 2.90583 1.56898  0.44
H 2.19232 6.71222 -2.00781  0.43
H -0.05108 1.74644 5.28199  0.46

ORCA calculation (ωB97M-V/def2-TZVPD) on a molecular structure, C39H31F3IrN4O3Sb.

Properties
LUMO energy, eV: 0.401
Spin multiplicity: 1
ΔE to the lowest compared entry with this formula, charge and spin, kcal per mole: 31.8

Each line ends with the Mulliken charge.
Element x y z (Å)
Ir 0.52300 -0.28398 0.28264  3.20
Sb 1.42404 -2.62167 -0.50255  0.83
F 2.67439 -1.18920 -6.41765  -0.36
F -1.04761 -8.33164 -0.23622  -0.36
F 6.99177 -4.10716 1.78820  -0.36
O 2.51882 -0.03909 -0.12702  -0.90
O -0.27906 0.28063 -1.50268  -0.95
O 0.62925 -0.75035 2.29441  -0.84
N 0.45507 1.70922 0.67717  0.39
N -1.28242 -1.15752 0.36714  0.25
N 0.86482 3.79865 0.25629  -0.06
N -2.15012 -0.84012 -0.69902  -1.00
C -2.29004 0.41225 -2.73802  0.44
C -0.68775 -2.68646 2.11897  -0.70
C -3.68062 1.35779 -4.95299  -0.39
C -1.53157 -2.24090 1.04099  1.09
C -2.49204 1.96185 -4.56870  -0.81
C 0.34326 -1.95711 2.66794  0.96
C 5.57821 1.84444 0.04100  -0.56
C 2.84359 2.30811 0.25099  0.75
C -4.18274 0.29021 -4.21871  -0.71
C -0.73675 2.41034 0.73961  -0.34
C 2.41587 -1.54966 -5.14456  0.25
C 4.09786 -4.09102 -0.35780  -0.40
C 3.30351 0.99653 0.02036  0.18
C 5.05075 -2.79551 1.91757  -0.75
C -0.28568 -5.03540 -1.48051  -0.27
C 1.89106 -2.29241 -2.53935  1.04
C -2.69352 -3.10726 0.64505  -1.58
C -1.52474 -0.09448 -1.56468  0.34
C 0.87998 -2.30450 -3.49936  -0.46
C 0.93264 -5.42517 0.54780  -0.45
C 5.78519 -3.77988 1.28738  0.22
C -0.84839 -6.30260 -1.39693  -0.76
C -0.50084 -7.10476 -0.33065  0.24
C 3.43718 -1.49423 -4.21897  -0.81
C 3.80782 -2.46539 1.39395  -0.86
C -0.49404 3.71366 0.48436  -0.86
C 5.11921 3.14572 0.27053  -1.05
C 3.76361 3.35787 0.37367  -0.78
C 0.61575 -4.58574 -0.52007  0.44
C 4.69666 0.79657 -0.07758  -1.02
C -3.49356 -0.17862 -3.11195  -0.41
C 1.41761 2.57217 0.37440  0.21
C 0.38503 -6.69553 0.64637  -0.71
C 1.16538 -2.51584 3.80179  -1.57
C -1.79426 1.48689 -3.46696  -0.18
C 3.16534 -1.87130 -2.91129  -0.30
C 3.32692 -3.10514 0.25458  0.31
C 5.33669 -4.44098 0.16033  -0.77
C 1.13748 -1.94967 -4.81560  -0.86
H -0.92137 -3.64785 2.55527  0.31
H 5.94765 -5.21162 -0.29005  0.45
H -4.21464 1.71498 -5.82449  0.39
H 0.53496 -2.88980 4.60877  0.48
H -5.11147 -0.18125 -4.51428  0.40
H 3.40776 4.36207 0.57729  0.34
H 0.36584 -1.97061 -5.57321  0.47
H 5.45575 -2.29446 2.78649  0.50
H -1.66162 1.91178 0.97207  0.51
H 0.63414 -7.36164 1.46159  0.47
H -2.62045 -4.07520 1.13730  0.38
H 1.82604 -1.74246 4.18733  0.34
H 1.77331 -3.34749 3.43864  0.24
H 3.22014 -1.68602 1.86580  0.56
H -1.14154 4.57006 0.43716  0.45
H -0.55500 -4.41148 -2.32213  0.27
H -2.71580 -3.24247 -0.43528  0.34
H -2.10183 2.79894 -5.13362  0.40
H 1.62778 -5.09759 1.31274  0.35
H 5.81315 3.96731 0.37976  0.39
H 6.64180 1.65490 -0.03772  0.45
H 3.73760 -4.59220 -1.24951  0.49
H -1.54526 -6.66610 -2.14010  0.48
H 4.41849 -1.15355 -4.52078  0.48
H 3.96052 -1.82921 -2.17678  0.21
H 5.04990 -0.21512 -0.23576  0.29
H -0.86076 1.93873 -3.15971  0.44
H 1.37106 4.62743 0.00300  0.19
H -3.87787 -1.00184 -2.52468  0.45
H -0.13752 -2.56360 -3.23016  0.18
H -3.63726 -2.63255 0.91980  0.36